{"formula": "C24H30Cl6F6O18", "method": "the ωB97M-V functional and the def2-TZVPD basis", "elements": ["O", "C", "O", "C", "C", "F", "O", "H", "H", "H", "O", "C", "O", "C", "C", "F", "O", "H", "H", "H", "O", "C", "O", "C", "C", "F", "O", "H", "H", "H", "O", "C", "O", "C", "C", "F", "O", "H", "H", "H", "O", "C", "O", "C", "C", "F", "O", "H", "H", "H", "O", "C", "O", "C", "C", "F", "O", "H", "H", "H", "Cl", "C", "C", "Cl", "H", "H", "H", "H", "Cl", "C", "C", "Cl", "H", "H", "H", "H", "Cl", "C", "C", "Cl", "H", "H", "H", "H"], "positions_angstrom": [[6.4125, -4.1278, -0.3122], [5.4775, -3.4369, -0.1189], [4.2986, -3.6384, -0.7254], [3.3026, -2.7355, -0.3214], [4.0819, -1.7195, 0.5005], [3.5751, -1.7924, 1.7863], [5.3659, -2.2516, 0.5794], [2.8122, -2.3467, -1.2186], [2.4393, -3.1302, 0.2183], [4.0357, -0.6756, 0.1948], [-1.3202, -1.4878, 3.5560], [-0.2158, -1.4534, 3.9846], [0.8120, -0.7591, 3.4964], [2.0046, -0.9720, 4.2278], [1.4674, -1.5475, 5.5198], [1.1857, -0.5589, 6.4030], [0.2931, -2.1651, 5.0372], [2.5989, -1.7148, 3.6977], [2.6402, -0.0926, 4.3094], [2.1345, -2.2867, 5.9573], [-0.5905, 1.3561, -5.9023], [0.5724, 1.1891, -5.6358], [1.4027, 2.1110, -5.1563], [2.7623, 1.5506, -5.1097], [2.4586, 0.0764, -5.2516], [2.3863, -0.5771, -4.0418], [1.1766, 0.0223, -5.7953], [3.1674, 1.9383, -6.0426], [3.1729, 1.8503, -4.1523], [3.2252, -0.4017, -5.8611], [-0.1831, 2.5988, 1.4185], [0.0979, 1.5512, 0.9267], [-0.8652, 0.6423, 0.6274], [-0.2335, -0.5049, 0.1236], [1.1290, -0.0173, -0.3825], [0.8869, 0.3773, -1.6811], [1.2425, 1.1268, 0.4165], [-0.0680, -1.3391, 0.8177], [-0.9234, -0.9679, -0.5804], [1.9486, -0.7267, -0.3815], [-1.0943, 4.0472, 6.2320], [-1.4449, 3.3684, 5.3158], [-1.6598, 2.0693, 5.3287], [-2.1218, 1.6661, 4.0439], [-2.5903, 3.0289, 3.4056], [-3.8983, 3.1496, 3.8287], [-1.6464, 3.8239, 4.0518], [-1.3521, 1.4043, 3.3129], [-2.8783, 0.8974, 4.1496], [-2.5699, 3.0420, 2.3224], [-1.5017, -1.4025, -6.9368], [-2.1798, -1.3034, -5.9723], [-3.4557, -0.8096, -5.8919], [-3.9118, -0.8312, -4.5568], [-2.8178, -1.6575, -3.8594], [-3.4760, -2.8641, -3.5918], [-1.7809, -1.8057, -4.7828], [-3.7746, 0.1476, -4.0782], [-4.9530, -1.0885, -4.3975], [-2.3852, -1.3913, -2.8999], [-1.8913, 1.4908, -2.7419], [-3.1464, 2.5597, -2.0100], [-3.4606, 2.2808, -0.5492], [-4.3239, 3.6200, 0.2510], [-4.0770, 2.4862, -2.5692], [-2.7025, 3.5502, -2.0486], [-2.4773, 2.2914, -0.0803], [-3.9994, 1.3702, -0.3059], [-3.4597, -1.9861, -0.4942], [-3.6304, -3.7366, -0.1271], [-4.6854, -3.9046, 0.9426], [-5.0787, -5.6043, 1.2083], [-2.6411, -4.0584, 0.1789], [-4.0362, -4.1682, -1.0381], [-5.6426, -3.5203, 0.5913], [-4.4522, -3.3326, 1.8395], [5.4364, 1.1679, 2.0339], [4.4956, 2.5982, 1.4845], [4.2890, 3.6128, 2.5667], [3.1764, 2.9940, 3.8292], [3.5376, 2.2549, 1.0978], [5.0235, 3.0172, 0.6285], [3.8732, 4.5360, 2.1563], [5.1983, 4.0263, 3.0034]], "smiles": "O=C1OC[C@@H](F)O1.O=C1OC[C@@H](F)O1.O=C1OC[C@@H](F)O1.O=C1OC[C@@H](F)O1.O=C1OC[C@@H](F)O1.O=C1OC[C@@H](F)O1.ClCCCl.ClCCCl.ClCCCl", "homo_lumo_gap_ha": 0.394, "homo_energy_ev": -10.961}


{"formula": "C24H30CuNO2P2S", "method": "the ωB97M-V functional and the def2-TZVPD basis", "elements": ["Cu", "C", "P", "C", "C", "C", "C", "C", "C", "C", "P", "C", "C", "H", "H", "H", "H", "H", "H", "H", "H", "H", "H", "H", "H", "H", "H", "H", "H", "N", "S", "C", "C", "C", "C", "C", "C", "C", "C", "C", "C", "C", "C", "H", "H", "H", "H", "H", "H", "H", "H", "H", "H", "H", "C", "C", "O", "O", "H", "H", "H"], "positions_angstrom": [[-1.7456, -0.5345, -1.4062], [-2.8481, -0.4151, 3.2910], [-2.1972, -0.3938, 1.5529], [-1.2180, -1.9691, 1.6248], [-0.8694, 0.8739, 1.7564], [-0.0230, 0.9418, 2.8588], [0.8342, 2.0206, 3.0200], [0.8739, 3.0253, 2.0622], [0.0632, 2.9411, 0.9405], [-0.8279, 1.8831, 0.7803], [-2.0212, 1.6490, -0.6222], [-1.3716, 2.8570, -1.8411], [-3.3768, 2.5982, 0.1916], [-2.1113, -0.7096, 4.0389], [-3.6728, -1.1285, 3.3099], [-3.2405, 0.5726, 3.5326], [-0.3372, -1.8718, 2.2621], [-0.9180, -2.2296, 0.6103], [-1.8562, -2.7647, 2.0095], [-0.0491, 0.1665, 3.6159], [1.4714, 2.0804, 3.8936], [1.5346, 3.8739, 2.1924], [0.1039, 3.7251, 0.1956], [-0.3446, 2.5753, -2.0813], [-1.4104, 3.8882, -1.4889], [-1.9852, 2.7660, -2.7337], [-2.9794, 3.4857, 0.6853], [-3.8602, 1.9557, 0.9296], [-4.0986, 2.8826, -0.5697], [0.1857, -0.9030, -1.4602], [1.2134, -0.8704, -0.2699], [2.1311, -2.4511, -0.3769], [3.1743, -2.7340, 0.4915], [3.7354, -4.0014, 0.4854], [3.2586, -4.9741, -0.3828], [2.2208, -4.6800, -1.2540], [1.6459, -3.4177, -1.2398], [2.6113, 0.1837, -0.7181], [3.1092, 1.0614, 0.2294], [4.1632, 1.8975, -0.1098], [4.7257, 1.8302, -1.3749], [4.2155, 0.9465, -2.3174], [3.1470, 0.1287, -1.9950], [0.5854, -0.9072, -2.3915], [3.5550, -1.9742, 1.1629], [4.5382, -4.2445, 1.1685], [3.6814, -5.9696, -0.3662], [1.8448, -5.4375, -1.9281], [0.8122, -3.1788, -1.8867], [2.6747, 1.1037, 1.2190], [4.5515, 2.6052, 0.6100], [5.5616, 2.4664, -1.6308], [4.6618, 0.8888, -3.3002], [2.7393, -0.5541, -2.7302], [-5.8270, -0.3476, -1.9941], [-4.3376, -0.0649, -2.1175], [-4.0007, 1.1032, -2.3873], [-3.5514, -1.0478, -1.9173], [-6.3794, 0.2867, -2.6837], [-6.1199, -0.0920, -0.9738], [-6.0462, -1.3973, -2.1717]], "homo_lumo_gap_ha": 0.258, "homo_energy_ev": -6.717}


{"formula": "C24H30HgSb2Te", "method": "the ωB97M-V functional and the def2-TZVPD basis", "elements": ["Hg", "C", "Sb", "C", "C", "C", "C", "C", "C", "C", "C", "C", "Sb", "C", "C", "H", "H", "H", "H", "H", "H", "H", "H", "H", "H", "H", "H", "H", "H", "H", "H", "H", "H", "H", "H", "Te", "C", "C", "C", "C", "C", "C", "C", "C", "C", "C", "C", "C", "H", "H", "H", "H", "H", "H", "H", "H", "H", "H"], "positions_angstrom": [[15.4687, 7.6724, 6.5963], [19.1883, 8.7906, 7.4231], [19.2335, 6.7992, 8.0855], [20.9043, 6.1602, 6.7828], [20.3811, 7.5184, 9.9372], [20.3630, 6.6316, 11.0726], [21.2970, 5.5787, 11.2037], [21.2663, 4.6001, 12.2263], [20.2927, 4.6058, 13.1549], [19.3134, 5.5814, 13.0004], [19.3097, 6.5641, 11.9806], [18.3054, 7.6165, 12.0385], [16.5833, 6.9642, 10.7719], [15.0780, 7.8159, 12.1674], [16.3332, 4.8256, 11.5389], [20.2486, 9.2287, 7.4311], [18.4480, 9.3419, 7.9781], [18.7913, 8.6800, 6.3376], [20.9662, 6.6586, 5.7910], [20.7991, 5.0429, 6.6274], [21.8654, 6.3202, 7.1756], [19.8728, 8.4610, 10.1769], [21.3867, 7.6119, 9.4996], [22.1539, 5.5458, 10.5739], [22.0935, 3.8771, 12.2205], [20.1377, 3.8289, 13.9405], [18.4738, 5.6622, 13.7240], [18.5677, 8.5150, 11.3581], [17.8711, 7.8975, 13.0250], [14.7020, 7.0571, 12.8710], [14.2331, 8.1146, 11.5385], [15.4621, 8.7047, 12.6650], [15.2477, 4.7657, 11.7457], [17.0017, 4.4916, 12.2964], [16.4615, 4.3218, 10.5710], [12.9649, 7.4132, 8.9496], [10.9664, 6.7885, 8.4228], [9.8511, 7.6067, 8.6921], [8.5329, 7.1296, 8.3364], [8.4159, 5.8721, 7.7291], [9.4946, 5.0133, 7.5859], [10.7507, 5.4851, 7.9518], [12.6592, 9.3574, 8.0856], [11.8748, 9.5261, 6.9375], [11.6886, 10.7388, 6.2835], [12.3814, 11.8477, 6.7666], [13.1996, 11.7637, 7.8701], [13.2988, 10.5451, 8.4797], [9.9633, 8.6097, 9.1842], [7.6094, 7.7277, 8.5597], [7.3696, 5.6626, 7.3844], [9.2628, 4.0136, 7.1494], [11.6700, 4.8760, 7.8664], [11.3655, 8.6287, 6.6151], [11.0083, 10.7777, 5.3980], [12.3700, 12.8602, 6.2692], [13.7031, 12.6220, 8.2375], [13.9380, 10.4643, 9.3561]], "total_charge": 1, "spin_multiplicity": 2, "homo_lumo_gap_ha": [0.230, 0.120], "relative_energy_kcal_mol": 24.60, "homo_energy_ev": [-9.909, -9.896]}


{"formula": "C24H30IN7OSSiZn", "method": "the ωB97M-V functional and the def2-TZVPD basis", "elements": ["Zn", "C", "Si", "C", "C", "C", "C", "C", "C", "N", "C", "S", "H", "H", "H", "H", "H", "H", "H", "H", "H", "H", "H", "H", "N", "C", "C", "C", "C", "C", "C", "C", "H", "H", "H", "H", "I", "O", "N", "C", "C", "N", "C", "N", "C", "C", "N", "C", "C", "C", "C", "N", "H", "H", "H", "H", "H", "H", "H", "H", "H", "H", "H", "H", "H", "H"], "positions_angstrom": [[-1.2524, 1.3874, 0.3180], [4.4038, 1.7887, -3.5720], [3.2914, 0.3132, -3.1215], [4.3345, -1.2788, -3.2204], [2.0262, 0.1538, -4.5113], [2.7592, 0.5240, -1.3307], [3.7484, 0.5334, -0.3556], [3.4382, 0.6340, 0.9968], [2.0985, 0.6802, 1.3384], [1.1262, 0.7014, 0.4397], [1.4137, 0.6820, -0.8805], [0.0653, 0.8625, -1.9145], [4.7988, 1.6975, -4.5871], [5.2494, 1.8861, -2.8874], [3.8275, 2.7146, -3.5168], [4.7292, -1.4354, -4.2276], [3.7194, -2.1448, -2.9658], [5.1798, -1.2642, -2.5284], [2.5293, 0.0102, -5.4735], [1.3985, 1.0408, -4.5685], [1.3601, -0.6913, -4.3365], [4.7916, 0.4579, -0.6553], [4.2102, 0.6565, 1.7536], [1.7790, 0.7121, 2.3761], [0.1792, 6.8643, 5.1535], [-0.0104, 6.0039, 4.4089], [-0.2562, 4.9510, 3.4821], [-0.3145, 5.2213, 2.1108], [-0.5874, 4.2005, 1.2176], [-0.8093, 2.8784, 1.6245], [-0.7241, 2.6384, 3.0048], [-0.4559, 3.6395, 3.9230], [-0.1452, 6.2351, 1.7652], [-0.6377, 4.4501, 0.1619], [-0.8874, 1.6332, 3.3740], [-0.3989, 3.4123, 4.9816], [-3.5797, 2.4651, -0.8510], [-1.3777, -0.5253, 2.9033], [-0.4984, -1.3467, 3.2154], [0.0437, -1.2489, 4.4359], [-0.2901, -0.2740, 5.4167], [-0.5713, 0.5189, 6.2069], [1.0385, -2.1850, 4.8137], [1.8431, -2.9301, 5.1775], [-4.6632, -1.5044, -1.8434], [-4.3806, -2.2177, -0.5201], [-2.9999, -2.6424, -0.3556], [-2.6929, -4.0384, -0.5845], [-2.4720, -4.3898, -2.0586], [-2.0275, -1.7132, -0.0752], [-0.6085, -2.1847, 0.0324], [-2.2722, -0.4765, 0.1168], [-5.6868, -1.1263, -1.8463], [-4.5350, -2.1802, -2.6907], [-3.9951, -0.6539, -1.9788], [-5.0091, -3.1070, -0.4393], [-4.6535, -1.5568, 0.3081], [-3.5220, -4.6377, -0.1978], [-1.8077, -4.3089, -0.0117], [-3.3890, -4.2491, -2.6318], [-2.1602, -5.4326, -2.1545], [-1.6995, -3.7524, -2.4888], [-0.4953, -2.8103, 0.9186], [0.0167, -1.3085, 0.1700], [-0.2834, -2.7297, -0.8551], [-3.2491, -0.2035, 0.0906]], "total_charge": -2, "homo_lumo_gap_ha": 0.246, "relative_energy_kcal_mol": 10.60, "homo_energy_ev": -2.545}


{"formula": "C24H30MgN8O5PS", "method": "the ωB97M-V functional and the def2-TZVPD basis", "elements": ["Mg", "C", "N", "C", "C", "N", "C", "P", "C", "N", "C", "C", "N", "C", "C", "N", "C", "C", "N", "C", "H", "H", "H", "H", "H", "H", "H", "H", "H", "H", "H", "H", "H", "H", "H", "C", "C", "C", "C", "C", "C", "C", "S", "O", "O", "N", "C", "C", "O", "O", "H", "H", "H", "H", "H", "H", "H", "H", "H", "N", "C", "O", "C", "C", "H", "H", "H", "H", "H", "H"], "positions_angstrom": [[-0.9940, -1.1448, -0.2690], [1.3340, 4.7548, -0.3111], [0.7448, 3.6028, 0.3302], [0.6445, 3.3774, 1.6777], [0.0555, 2.1498, 1.8154], [-0.1965, 1.6234, 0.5895], [0.2132, 2.5020, -0.2929], [0.1003, 2.3487, -2.1084], [1.0419, 0.7984, -2.2824], [0.8189, -0.3168, -1.6293], [1.7699, -1.1997, -2.0312], [2.5790, -0.6137, -2.9645], [2.1101, 0.6655, -3.1269], [2.6172, 1.6494, -4.0562], [-1.5608, 1.6310, -2.2998], [-2.1777, 0.8230, -1.4746], [-3.3952, 0.5581, -2.0179], [-3.5230, 1.2264, -3.2031], [-2.3507, 1.9166, -3.3814], [-1.9754, 2.6783, -4.5477], [1.6059, 5.4872, 0.4451], [2.2309, 4.4756, -0.8664], [0.6275, 5.2080, -1.0067], [0.9912, 4.0972, 2.4003], [-0.1875, 1.5875, 2.7017], [1.8082, -2.1926, -1.6206], [3.4446, -0.9718, -3.4955], [3.4261, 1.2019, -4.6286], [1.8336, 1.9695, -4.7436], [2.9919, 2.5281, -3.5301], [-4.0629, -0.1256, -1.5178], [-4.3286, 1.2970, -3.9145], [-2.8107, 2.7009, -5.2436], [-1.7103, 3.7014, -4.2783], [-1.1216, 2.2186, -5.0489], [2.4813, 0.1891, 7.3957], [1.9044, -0.2375, 6.0700], [0.9208, -1.2200, 6.0006], [0.4442, -1.6612, 4.7756], [0.9403, -1.1258, 3.5962], [1.8970, -0.1241, 3.6559], [2.3751, 0.3146, 4.8820], [0.3411, -1.7644, 2.0035], [0.4662, -3.1990, 2.1732], [1.2293, -1.1412, 1.0333], [-1.0973, -1.1993, 1.8333], [-2.2306, -2.0154, 2.2396], [-3.2900, -2.0797, 1.1116], [-4.3725, -2.6165, 1.3776], [-2.9492, -1.5692, -0.0033], [1.8071, -0.0628, 8.2143], [2.6626, 1.2648, 7.4139], [3.4349, -0.3131, 7.5763], [0.5378, -1.6546, 6.9176], [-0.3101, -2.4373, 4.7171], [2.2611, 0.2893, 2.7235], [3.1393, 1.0846, 4.9218], [-2.7209, -1.6018, 3.1285], [-1.9394, -3.0444, 2.4726], [-0.8001, -3.1892, -4.5862], [-1.1617, -2.6257, -3.3839], [-1.3367, -1.4192, -3.3249], [-1.3415, -3.5957, -2.2476], [-0.6271, -3.1873, -0.9390], [-0.6317, -2.5824, -5.3687], [-0.5265, -4.1506, -4.6590], [-1.0375, -4.5917, -2.6064], [-2.4162, -3.6226, -2.0401], [0.4185, -3.5222, -0.9985], [-1.0664, -3.8019, -0.1447]], "total_charge": -1, "homo_lumo_gap_ha": 0.210, "homo_energy_ev": -3.586}


{"formula": "C24H30N2O", "method": "the ωB97M-V functional and the def2-TZVPD basis", "elements": ["C", "C", "C", "C", "N", "C", "C", "C", "C", "O", "C", "C", "C", "C", "C", "C", "C", "C", "C", "C", "C", "C", "C", "C", "C", "N", "C", "H", "H", "H", "H", "H", "H", "H", "H", "H", "H", "H", "H", "H", "H", "H", "H", "H", "H", "H", "H", "H", "H", "H", "H", "H", "H", "H", "H", "H", "H"], "positions_angstrom": [[-1.0814, -2.0618, 0.9734], [-2.2580, -1.2435, 0.5803], [-2.4772, 0.0948, 0.7787], [-1.5659, 1.0520, 1.4797], [-0.1987, 0.9344, 0.9969], [0.7481, 1.6707, 1.8072], [2.1746, 1.3306, 1.3795], [2.4367, 1.6000, -0.1073], [2.5005, 3.1217, -0.3666], [2.7770, 3.4632, -1.7030], [3.8151, 1.0271, -0.5249], [3.9340, -0.4638, -0.4205], [4.3852, -1.0614, 0.7511], [4.4740, -2.4381, 0.8579], [4.1180, -3.2428, -0.2105], [3.6865, -2.6600, -1.3897], [3.5986, -1.2833, -1.4929], [1.3082, 0.9361, -0.9078], [-0.0756, 1.3203, -0.3938], [-3.7432, 0.3973, 0.1966], [-4.4981, 1.5636, 0.0753], [-5.7138, 1.5036, -0.5665], [-6.1966, 0.3023, -1.0906], [-5.4739, -0.8668, -0.9861], [-4.2451, -0.8165, -0.3394], [-3.3254, -1.7976, -0.0880], [-3.4243, -3.1767, -0.4702], [-1.3467, -2.7807, 1.7501], [-0.3066, -1.3998, 1.3474], [-0.6900, -2.6150, 0.1199], [-1.5534, 0.8290, 2.5531], [-1.9538, 2.0787, 1.3572], [0.6121, 1.3724, 2.8511], [0.5756, 2.7616, 1.7499], [2.8790, 1.8959, 1.9934], [2.3301, 0.2666, 1.5647], [3.3218, 3.5498, 0.2143], [1.5706, 3.6039, -0.0410], [2.0434, 3.1652, -2.2518], [4.0019, 1.3391, -1.5546], [4.5733, 1.4939, 0.1079], [4.6813, -0.4415, 1.5856], [4.8257, -2.8842, 1.7770], [4.1868, -4.3176, -0.1284], [3.4219, -3.2803, -2.2341], [3.2744, -0.8371, -2.4223], [1.4071, -0.1455, -0.8053], [1.3893, 1.1796, -1.9701], [-0.8368, 0.7812, -0.9633], [-0.2630, 2.4024, -0.5292], [-4.1337, 2.4973, 0.4783], [-6.3110, 2.3979, -0.6705], [-7.1551, 0.2918, -1.5886], [-5.8598, -1.7872, -1.4000], [-3.1689, -3.8233, 0.3714], [-2.7506, -3.4057, -1.3021], [-4.4444, -3.3940, -0.7788]], "smiles": "Cc1c(CN2CCC(CO)(Cc3ccccc3)CC2)c2ccccc2n1C", "homo_lumo_gap_ha": 0.302, "relative_energy_kcal_mol": 8.68, "homo_energy_ev": -7.545}